{
  "formula": "C30H44ClI3NO10P2S",
  "method": "wB97M-V/def2-TZVPD",
  "symbols": ["C", "C", "O", "P", "O", "C", "C", "C", "C", "C", "O", "O", "C", "I", "C", "C", "I", "C", "C", "C", "C", "Cl", "C", "C", "C", "C", "O", "C", "C", "C", "C", "C", "C", "C", "N", "I", "C", "P", "O", "O", "O", "O", "C", "C", "H", "H", "H", "H", "H", "H", "H", "H", "H", "H", "H", "H", "H", "H", "H", "H", "H", "H", "H", "H", "H", "H", "H", "H", "H", "H", "H", "H", "H", "H", "H", "H", "H", "H", "H", "H", "H", "H", "C", "S", "O", "C", "H", "H", "H", "H", "H", "H"],
  "coordinates": [[3.799, -2.801, 0.066], [4.806, -1.662, 0.414], [4.123, -0.385, 0.401], [4.019, 0.300, -1.083], [4.772, 1.563, -1.013], [2.250, 0.715, -1.443], [1.379, -0.504, -0.959], [-0.093, -0.361, -1.321], [-0.990, 0.164, -0.317], [-0.500, 0.589, 1.088], [-0.833, -0.069, 2.023], [0.336, 1.686, 1.198], [0.013, 2.443, 2.349], [-1.248, 4.137, 1.971], [0.450, 2.120, 3.569], [1.344, 0.913, 3.856], [-0.171, 3.311, 5.236], [-2.365, 0.267, -0.610], [-3.314, 0.783, 0.462], [-3.685, 2.298, 0.250], [-4.378, 2.790, 1.555], [-6.097, 2.259, 1.590], [-2.810, -0.122, -1.914], [-4.303, 0.035, -2.219], [-5.065, -1.328, -2.118], [-6.239, -1.314, -3.156], [-5.673, -1.329, -0.823], [-5.801, -2.669, -0.319], [-4.560, -2.895, 0.571], [-3.467, -3.670, 0.170], [-2.348, -3.797, 1.021], [-2.386, -3.149, 2.254], [-3.483, -2.382, 2.696], [-4.576, -2.255, 1.829], [-1.952, -0.605, -2.819], [-2.770, -1.183, -4.638], [-0.599, -0.718, -2.563], [0.474, -1.350, -3.916], [1.899, -1.408, -3.572], [0.325, -0.462, -5.258], [-0.001, -2.850, -4.320], [4.537, -0.688, -2.254], [5.429, -0.044, -3.203], [6.890, -0.201, -2.713], [4.178, -3.785, 0.384], [3.623, -2.769, -1.024], [2.841, -2.600, 0.577], [5.127, -1.859, 1.453], [5.693, -1.705, -0.234], [2.025, 1.555, -0.762], [2.089, 0.948, -2.503], [1.533, -0.558, 0.137], [1.780, -1.458, -1.341], [0.824, -0.050, 3.745], [2.264, 0.935, 3.248], [1.673, 0.978, 4.907], [-2.996, 0.570, 1.491], [-4.269, 0.238, 0.320], [-2.808, 2.914, -0.001], [-4.379, 2.367, -0.610], [-3.871, 2.289, 2.396], [-4.269, 3.882, 1.643], [-4.470, 0.536, -3.191], [-4.793, 0.692, -1.483], [-4.401, -2.205, -2.218], [-6.514, -0.254, -3.316], [-7.123, -1.805, -2.719], [-5.933, -1.757, -4.117], [-5.860, -3.407, -1.141], [-6.716, -2.792, 0.281], [-3.461, -4.186, -0.798], [-1.479, -4.381, 0.703], [-1.528, -3.256, 2.929], [-3.412, -1.928, 3.687], [-5.424, -1.643, 2.162], [1.063, 0.170, -5.270], [0.362, -3.443, -3.639], [5.338, -0.612, -4.146], [5.145, 0.996, -3.421], [7.588, -0.244, -3.566], [6.954, -1.181, -2.207], [7.130, 0.602, -1.999], [4.457, 4.805, 4.878], [4.131, 3.554, 3.626], [4.465, 2.230, 4.224], [5.485, 4.008, 2.542], [3.737, 4.678, 5.685], [5.467, 4.683, 5.268], [4.338, 5.796, 4.440], [6.429, 3.935, 3.083], [5.333, 5.026, 2.179], [5.493, 3.323, 1.699]],
  "lowdin_charge": [-0.07, -0.24, -0.20, 0.54, -0.27, -0.15, -0.18, -0.08, 0.07, -0.40, 0.17, -0.03, -0.75, 1.00, -0.74, -0.12, 0.84, -0.03, -0.13, -0.28, -0.63, 0.57, -0.18, -0.13, -0.40, -0.03, -0.15, -0.13, -0.20, -0.05, -0.08, -0.10, -0.06, -0.04, -0.33, 1.31, -0.21, 0.45, -0.24, -0.17, -0.17, -0.24, -0.25, -0.07, 0.08, 0.06, 0.07, 0.13, 0.10, 0.10, 0.09, 0.11, 0.09, 0.08, 0.08, 0.06, 0.11, 0.09, 0.03, 0.10, 0.06, 0.04, 0.09, 0.11, 0.11, 0.09, 0.09, 0.06, 0.13, 0.14, 0.11, 0.10, 0.11, 0.11, 0.13, 0.10, 0.10, 0.12, 0.11, 0.08, 0.07, 0.08, -0.26, 0.78, -0.55, -0.26, 0.05, 0.06, 0.06, 0.06, 0.06, 0.04],
  "max_force_ev_per_a": 2.93,
  "gap_ev": 5.68,
  "e_tot_ev": -120021.0465,
  "multiplicity": 1,
  "charge": 1,
  "e_lumo_ev": -4.8,
  "mol_weight_da": 1088.86
}